Record 1
Formula: C40H60FGeN3O3PtS2Si4
Source: the OMol25 dataset
Level of theory: the ωB97M-V functional and the def2-TZVPD basis

## Properties
2S+1: 2
⟨S²⟩: 0.7567
orbital gap (spin up / spin down): 4.64 / 4.89 eV
E_HOMO (spin up / spin down): -8.05 / -8.30 eV
E_LUMO (spin up / spin down): -3.41 / -3.41 eV
total charge: +1

Positions of all 115 atoms, in Å:
Pt 0.671 0.912 1.199
S 0.500 0.844 3.535
C 2.198 0.846 3.974
C 2.574 1.090 5.298
C 3.906 1.089 5.663
C 4.893 0.858 4.707
C 4.536 0.628 3.393
C 3.190 0.610 3.019
S 2.795 0.248 1.344
H 1.805 1.284 6.036
H 4.181 1.280 6.693
H 5.938 0.869 4.987
H 5.295 0.466 2.636
F -3.129 6.311 0.355
C -3.603 5.066 0.144
C -2.791 4.004 0.425
C -3.265 2.704 0.260
C -2.386 1.580 0.594
O -1.299 1.811 1.123
C -2.931 0.285 0.363
C -4.223 0.164 -0.037
N -5.033 1.198 -0.359
C -6.411 0.944 -0.712
C -6.714 -0.195 -1.633
C -6.863 1.215 -2.120
C -4.570 2.498 -0.201
C -5.376 3.601 -0.499
C -4.911 4.893 -0.329
N -5.781 5.972 -0.663
C -5.230 7.301 -0.913
C -6.348 8.172 -1.520
N -7.423 7.253 -2.019
C -8.120 6.600 -0.858
C -7.028 6.067 0.089
C -2.183 -0.999 0.582
O -2.737 -1.961 1.062
O -0.964 -0.962 0.101
H -1.787 4.160 0.799
H -4.656 -0.824 -0.126
H -7.109 1.141 0.094
H -7.600 -0.776 -1.424
H -5.880 -0.760 -2.026
H -7.857 1.615 -2.266
H -6.109 1.568 -2.811
H -6.370 3.446 -0.894
H -4.400 7.214 -1.611
H -4.861 7.794 -0.011
H -5.996 8.781 -2.349
H -6.818 8.821 -0.783
H -6.963 6.508 -2.549
H -8.083 7.730 -2.630
H -8.753 5.813 -1.264
H -8.745 7.357 -0.391
H -7.316 5.089 0.461
H -6.920 6.728 0.958
C 1.186 4.139 1.480
Si 1.466 2.847 0.141
C 0.361 3.182 -1.360
C 3.234 2.950 -0.476
C 3.604 2.335 -1.674
C 4.921 2.332 -2.109
C 5.903 2.954 -1.351
C 5.556 3.581 -0.162
C 4.236 3.577 0.268
H 1.049 5.139 1.055
H 2.043 4.175 2.154
H 0.319 3.880 2.089
H 0.360 4.253 -1.587
H -0.669 2.857 -1.211
H 0.749 2.663 -2.239
H 2.859 1.829 -2.279
H 5.182 1.840 -3.038
H 6.933 2.952 -1.685
H 6.316 4.069 0.435
H 3.996 4.061 1.207
C 2.443 -4.206 -1.730
Si 2.389 -2.688 -0.621
C 3.574 -3.076 0.781
C 2.979 -1.218 -1.625
Ge 0.061 -2.574 0.130
Si -0.207 -3.956 2.074
C -1.902 -4.294 2.781
C 0.454 -5.591 1.408
C 0.901 -3.284 3.429
Si -1.096 -3.384 -1.855
C -0.333 -2.524 -3.360
C -1.128 -5.247 -2.104
C -2.916 -2.862 -1.947
H 3.506 -4.301 -1.982
H 1.892 -4.095 -2.661
H 2.137 -5.134 -1.248
H 4.500 -3.442 0.322
H 3.212 -3.861 1.446
H 3.809 -2.198 1.377
H 4.062 -1.104 -1.541
H 2.527 -0.283 -1.295
H 2.734 -1.360 -2.682
H -2.474 -4.956 2.127
H -2.483 -3.385 2.919
H -1.779 -4.786 3.750
H -0.140 -5.956 0.568
H 0.378 -6.324 2.218
H 1.502 -5.557 1.105
H 0.366 -2.535 4.018
H 1.799 -2.805 3.037
H 1.208 -4.093 4.099
H 0.561 -3.009 -3.750
H -0.067 -1.488 -3.131
H -1.072 -2.507 -4.167
H -0.154 -5.735 -2.055
H -1.562 -5.465 -3.084
H -1.774 -5.706 -1.350
H -3.007 -1.790 -2.151
H -3.469 -3.101 -1.039
H -3.370 -3.400 -2.784

***

Record 2
Formula: C40H60N9NaP2S
Source: the OMol25 dataset
Level of theory: the ωB97M-V functional and the def2-TZVPD basis

## Properties
orbital gap: 5.53 eV
E_HOMO: -5.93 eV
E_LUMO: -0.39 eV

Positions of all 113 atoms, in Å:
Na 0.605 -0.168 -0.643
C 0.682 0.252 -6.217
C 1.464 1.197 -5.344
C 1.620 2.552 -5.717
C 2.374 3.373 -4.931
C 2.972 2.869 -3.754
C 3.730 3.678 -2.884
C 4.236 3.133 -1.732
C 4.011 1.790 -1.405
C 3.267 0.944 -2.218
S 3.006 -0.712 -1.806
C 2.737 1.498 -3.442
N 1.996 0.705 -4.253
H 1.112 0.232 -7.221
H -0.364 0.558 -6.305
H 0.729 -0.746 -5.787
H 1.148 2.917 -6.622
H 2.520 4.416 -5.188
H 3.894 4.719 -3.135
H 4.826 3.743 -1.057
H 4.430 1.376 -0.497
C -2.465 -3.587 0.385
P -1.734 -1.897 0.595
C -1.149 -2.099 2.350
N -2.061 -2.148 3.288
C -1.670 -2.195 4.584
C -2.630 -2.250 5.615
C -2.221 -2.276 6.922
C -0.850 -2.241 7.243
C 0.099 -2.175 6.259
C -0.296 -2.157 4.905
N 0.639 -2.110 3.928
C 0.257 -2.126 2.673
P 1.493 -1.956 1.311
C 1.307 -3.626 0.547
C 3.217 -2.112 2.086
C 4.167 -2.552 0.967
C 3.374 -3.109 3.239
C 3.596 -0.699 2.545
C -3.344 -0.891 0.721
C -4.545 -1.569 1.390
C -3.726 -0.580 -0.730
C -3.020 0.424 1.436
H -3.019 -3.871 1.278
H -1.683 -4.324 0.203
H -3.133 -3.581 -0.477
H -3.678 -2.272 5.346
H -2.956 -2.325 7.714
H -0.544 -2.271 8.281
H 1.158 -2.154 6.485
H 1.496 -4.425 1.265
H 2.006 -3.695 -0.284
H 0.297 -3.716 0.157
H 4.048 -3.614 0.742
H 5.196 -2.399 1.301
H 4.017 -1.973 0.056
H 2.870 -4.056 3.032
H 2.976 -2.714 4.165
H 4.439 -3.320 3.375
H 3.620 -0.021 1.688
H 4.582 -0.711 3.017
H 2.869 -0.318 3.265
H -4.920 -2.401 0.791
H -5.356 -0.839 1.476
H -4.296 -1.930 2.380
H -3.929 -1.495 -1.293
H -2.923 -0.039 -1.228
H -4.632 0.033 -0.748
H -2.815 0.243 2.491
H -3.871 1.108 1.368
H -2.153 0.913 0.980
C 0.144 1.325 3.069
N 1.189 1.931 2.254
C 2.009 2.926 2.941
C 1.441 4.286 2.507
N 0.744 3.973 1.265
C -0.412 4.795 0.954
C 0.695 2.589 1.093
N 0.374 1.934 0.056
C 0.140 2.577 -1.220
C -1.085 2.019 -1.937
N -0.895 0.609 -2.216
C -1.584 -0.043 -3.075
N -1.423 -1.409 -3.231
C -0.158 -2.078 -3.016
C -2.268 -1.916 -4.293
C -3.293 -0.805 -4.464
N -2.596 0.357 -3.932
C -3.309 1.618 -3.914
H -0.390 0.598 2.462
H -0.581 2.056 3.460
H 0.602 0.802 3.908
H 3.041 2.818 2.599
H 1.982 2.787 4.020
H 2.234 5.016 2.335
H 0.746 4.703 3.246
H -1.012 4.970 1.856
H -1.047 4.305 0.222
H -0.098 5.763 0.561
H 1.005 2.337 -1.838
H 0.074 3.667 -1.170
H -1.226 2.625 -2.837
H -1.960 2.161 -1.284
H 0.567 -1.398 -2.574
H 0.261 -2.418 -3.969
H -0.288 -2.949 -2.366
H -2.729 -2.864 -4.009
H -1.688 -2.078 -5.211
H -4.202 -1.010 -3.883
H -3.574 -0.647 -5.506
H -4.209 1.507 -4.517
H -2.714 2.416 -4.359
H -3.614 1.917 -2.910

***

Record 3
Formula: C40H61AsClGeO2OsPSi3
Source: the OMol25 dataset
Level of theory: the ωB97M-V functional and the def2-TZVPD basis

## Properties
2S+1: 5
⟨S²⟩: 6.0214
orbital gap (spin up / spin down): 6.86 / 4.71 eV
E_HOMO (spin up / spin down): -12.63 / -12.63 eV
E_LUMO (spin up / spin down): -5.77 / -7.92 eV
total charge: +2

Positions of all 111 atoms, in Å:
Os 2.025 0.223 -0.670
C 1.494 -0.403 4.863
Si 0.657 -0.530 3.232
C -0.565 0.823 2.968
C -0.174 -2.158 3.039
As 2.547 -0.343 1.623
Si 3.327 1.943 2.158
C 3.920 2.078 3.890
C 4.640 2.474 0.973
C 1.806 2.956 1.834
Si 3.566 -2.671 1.697
C 5.131 -2.897 0.774
C 3.810 -2.901 3.499
C 2.221 -3.619 0.890
H 0.734 -0.573 5.637
H 1.929 0.582 5.031
H 2.278 -1.148 4.994
H -1.532 0.466 3.341
H -0.690 1.084 1.919
H -0.301 1.721 3.529
H -1.041 -2.131 3.711
H 0.453 -2.996 3.340
H -0.542 -2.332 2.023
H 4.510 1.217 4.214
H 3.096 2.226 4.587
H 4.565 2.965 3.939
H 5.623 2.073 1.225
H 4.694 3.568 1.034
H 4.429 2.193 -0.061
H 1.219 3.100 2.742
H 1.134 2.522 1.087
H 2.127 3.942 1.482
H 5.842 -2.074 0.838
H 4.947 -3.121 -0.280
H 5.598 -3.779 1.232
H 4.294 -2.034 3.955
H 4.467 -3.766 3.642
H 2.872 -3.098 4.018
H 1.748 -3.058 0.084
H 1.447 -3.927 1.588
H 2.667 -4.520 0.453
Cl 5.104 -0.750 -4.320
C 5.789 -0.425 -2.752
C 7.154 -0.191 -2.713
C 7.791 -0.020 -1.496
C 7.053 -0.087 -0.322
C 5.688 -0.307 -0.382
C 5.012 -0.482 -1.586
C 3.541 -0.819 -1.657
H 7.714 -0.165 -3.639
H 8.860 0.155 -1.468
H 7.542 0.023 0.639
H 5.123 -0.332 0.542
H 3.347 -1.833 -1.284
H 3.224 -0.820 -2.701
C 1.936 3.714 -1.717
P 1.820 2.024 -2.337
C 2.892 1.994 -3.784
C 0.142 1.910 -3.009
H 1.658 4.375 -2.538
H 2.955 3.941 -1.400
H 1.256 3.870 -0.882
H 2.593 2.836 -4.411
H 2.769 1.065 -4.336
H 3.941 2.099 -3.505
H 0.051 2.636 -3.819
H -0.583 2.134 -2.229
H -0.054 0.910 -3.397
O 0.435 -1.362 -1.014
C -0.441 -0.573 -0.545
O -0.006 0.574 -0.134
C -1.880 -0.900 -0.455
C -2.655 -0.313 -1.649
Ge -4.582 -0.298 -1.264
C -5.465 0.913 -2.471
C -6.772 1.308 -2.177
C -7.451 2.179 -3.019
C -6.831 2.665 -4.163
C -5.534 2.280 -4.467
C -4.855 1.406 -3.623
C -5.363 -2.058 -1.314
C -4.919 -3.070 -0.455
C -5.503 -4.330 -0.480
C -6.547 -4.592 -1.361
C -6.997 -3.598 -2.219
C -6.409 -2.337 -2.197
C -4.660 0.408 0.547
C -4.044 1.638 0.820
C -4.060 2.179 2.100
C -4.700 1.497 3.131
C -5.322 0.282 2.876
C -5.302 -0.259 1.592
H -2.257 -0.462 0.473
H -1.988 -1.984 -0.416
H -2.435 -0.859 -2.569
H -2.381 0.735 -1.803
H -7.264 0.937 -1.282
H -8.466 2.478 -2.783
H -7.361 3.345 -4.819
H -5.055 2.652 -5.365
H -3.843 1.101 -3.878
H -4.116 -2.876 0.252
H -5.153 -5.107 0.190
H -7.014 -5.569 -1.371
H -7.809 -3.802 -2.907
H -6.769 -1.568 -2.872
H -3.559 2.193 0.019
H -3.594 3.140 2.292
H -4.729 1.922 4.128
H -5.835 -0.242 3.674
H -5.798 -1.205 1.405

***

Record 4
Formula: C40H61Br3O5SSi2
Source: the OMol25 dataset
Level of theory: the ωB97M-V functional and the def2-TZVPD basis

## Properties
orbital gap: 7.57 eV
E_HOMO: -8.68 eV
SMILES: CCOCc1c2c(cc(CCCBr)c1[C@H](Br)[C@H](C)Br)C(=O)c1c(cc([Si](C)(C)C)c(CSCC)c1[Si](C)(C)C)C2=O.C1CCOC1.C1CCOC1
E_LUMO: -1.11 eV

Positions of all 112 atoms, in Å:
C 5.077 -0.543 3.336
C 4.218 0.021 2.104
O 3.433 -0.968 1.401
C 2.628 -1.762 2.341
C 1.319 -2.371 1.621
C -0.024 -1.631 1.760
C -1.300 -2.183 1.016
C -1.310 -3.469 0.173
C 0.070 -4.223 0.051
C 0.025 -5.573 -0.830
C 0.587 -5.220 -2.297
C 0.427 -3.660 -2.681
Br 0.738 -3.333 -4.643
C 1.374 -3.681 0.743
C 2.748 -4.504 0.508
Br 3.482 -5.298 2.178
C 3.811 -3.535 -0.287
C 4.063 -4.170 -1.769
Br 5.569 -3.372 0.616
C -2.644 -1.307 1.230
O -3.683 -1.844 1.666
C -2.426 0.264 0.983
C -1.162 0.788 1.770
C -0.768 2.270 1.742
C -1.691 3.240 0.906
Si -1.102 5.078 0.964
C 0.479 5.286 2.080
C -2.378 6.306 1.676
C -0.481 5.553 -0.817
C -2.936 2.707 0.092
C -3.792 3.812 -0.700
S -5.057 4.640 0.442
C -4.982 3.878 2.130
C -5.893 4.835 3.086
C -3.328 1.169 0.095
Si -4.799 0.473 -0.905
C -6.410 1.027 0.034
C -4.916 -1.417 -1.094
C -4.830 1.088 -2.758
C -0.244 -0.262 2.595
O 0.195 -0.056 3.745
H 5.924 0.178 3.650
H 4.382 -0.604 4.255
H 5.483 -1.604 3.172
H 4.973 0.504 1.373
H 3.497 0.848 2.450
H 3.326 -2.566 2.751
H 2.376 -1.062 3.206
H -2.267 -3.838 -0.331
H -1.059 -5.968 -0.848
H 0.678 -6.340 -0.294
H 0.037 -5.864 -3.077
H 1.698 -5.510 -2.305
H -0.649 -3.343 -2.487
H 1.189 -2.996 -2.136
H 2.592 -5.394 -0.211
H 3.294 -2.524 -0.497
H 4.055 -5.310 -1.772
H 5.039 -3.787 -2.226
H 3.227 -3.811 -2.486
H 0.146 2.598 2.325
H 1.233 4.443 1.941
H 0.917 6.337 2.022
H 0.079 5.173 3.164
H -3.021 6.676 0.785
H -1.910 7.270 2.113
H -3.116 5.865 2.430
H -1.090 5.068 -1.648
H 0.578 5.086 -0.889
H -0.329 6.678 -0.931
H -4.437 3.387 -1.539
H -3.127 4.596 -1.231
H -3.923 3.788 2.550
H -5.483 2.843 2.100
H -5.299 5.723 3.493
H -6.469 4.248 3.874
H -6.693 5.291 2.385
H -6.189 0.919 1.163
H -6.733 2.086 -0.237
H -7.218 0.232 -0.193
H -5.442 -1.695 -2.077
H -5.493 -1.910 -0.238
H -3.835 -1.826 -1.191
H -5.470 2.044 -2.833
H -3.742 1.282 -3.105
H -5.268 0.308 -3.465
C 5.136 -10.166 2.406
C 5.082 -8.655 2.412
C 6.077 -8.299 1.326
O 6.048 -9.369 0.371
C 5.318 -10.468 0.932
H 4.249 -10.639 2.831
H 6.010 -10.509 2.969
H 4.081 -8.318 2.126
H 5.329 -8.210 3.378
H 7.095 -8.233 1.724
H 5.837 -7.356 0.829
H 4.353 -10.527 0.416
H 5.863 -11.399 0.757
C 0.516 8.180 -5.478
C -0.880 8.648 -5.131
C -1.140 7.922 -3.826
O 0.129 7.765 -3.178
C 1.167 8.093 -4.112
H 1.045 8.847 -6.160
H 0.471 7.186 -5.935
H -0.878 9.730 -4.963
H -1.623 8.423 -5.899
H -1.553 6.922 -4.002
H -1.822 8.469 -3.170
H 1.593 9.057 -3.814
H 1.953 7.336 -4.069

***

Q: What is the formula in the second record?
A: C40H60N9NaP2S